Version P
Entry from OMol25: an isolated ion of composition C4H7N2 and charge +1 (ωB97M-V/def2-TZVPD).

Structure (XYZ):
```
13
Properties=species:S:1:pos:R:3
C 0.59 1.20 0.67
N 1.33 0.89 -0.28
C 0.62 -0.05 -1.01
C 0.27 -1.31 -0.41
N -0.75 -0.27 -0.34
C -0.73 0.58 0.83
H 1.02 1.79 1.48
H 0.83 -0.10 -2.27
H 0.07 -2.10 -1.13
H 0.67 -1.44 0.56
H -1.50 -0.24 -1.02
H -0.72 -0.08 1.81
H -1.69 1.12 1.11
```

Output
total charge	+1
LUMO energy	-3.685	eV
multiplicity	1
Kohn-Sham gap	0.4454	hartree
structure (SMILES)	C1=N[C@H]2C[N@H+]2C1
HOMO	-15.8	eV


Version Q
Entry from OMol25: an isolated ion of composition C4H7N2 and charge +1 (ωB97M-V/def2-TZVPD).

Structure (XYZ):
```
13
Properties=species:S:1:pos:R:3
C -0.34 -0.28 -1.17
C -0.61 -0.56 -2.38
C -0.45 0.15 0.27
C 1.01 -0.03 -0.30
N 1.84 0.94 -0.57
N -1.41 -0.74 1.30
H -0.90 1.12 0.44
H 1.39 -0.98 -0.05
H 2.68 0.81 -0.99
H 1.64 1.90 -0.64
H -1.78 -0.01 2.03
H -0.95 -1.60 1.47
H -2.10 -0.74 0.57
```

Output
total charge	+1
LUMO energy (spin up / spin down)	-4.505 / -4.504	eV
multiplicity	1
Kohn-Sham gap (spin up / spin down)	0.3432 / 0.3433	hartree
HOMO (spin up / spin down)	-13.8 / -13.8	eV


Version R
Entry from OMol25: C4H7N2 as an isolated structure (ωB97M-V/def2-TZVPD).

Structure (XYZ):
```
13
Properties=species:S:1:pos:R:3
C 2.09 0.80 -0.23
C 0.68 0.62 0.20
C -0.41 1.27 0.81
C 0.04 -1.85 0.00
N 2.39 -0.36 -0.70
N 0.72 -0.66 -0.09
H 2.77 1.68 -0.30
H -1.02 2.01 0.08
H -0.12 1.88 1.64
H -1.10 0.53 1.17
H -0.99 -1.63 0.28
H 0.58 -2.45 0.81
H -0.01 -2.36 -1.09
```

Output
total charge	+1
LUMO energy	-6.109	eV
multiplicity	1
Kohn-Sham gap	0.3544	hartree
HOMO	-15.8	eV


Version S
Entry from OMol25: an isolated ion of composition C4H7N2 and charge +1 (ωB97M-V/def2-TZVPD).

Structure (XYZ):
```
13
Properties=species:S:1:pos:R:3
C 3.26 0.28 0.05
C 2.04 -0.16 -0.10
N 0.75 -0.41 -0.23
N -0.45 -0.05 0.48
C -1.96 -0.44 0.30
C -2.85 0.33 -0.30
H 3.65 0.89 -0.79
H 3.86 -0.15 0.85
H 0.53 -1.24 -0.71
H -0.30 0.88 0.79
H -2.09 -1.39 0.72
H -3.94 0.17 -0.39
H -2.51 1.29 -0.66
```

Output
total charge	+1
LUMO energy	-4.631	eV
multiplicity	1
Kohn-Sham gap	0.3471	hartree
structure (SMILES)	C=C=[NH+]NC=C
HOMO	-14.1	eV


version P is the most stable structure; the next one sits 0.0716 hartree above it.


Version P
Entry from OMol25: one molecule with the formula C2H4Cl2N2 (ωB97M-V/def2-TZVPD).

Structure (XYZ):
```
10
Properties=species:S:1:pos:R:3
N -0.50 1.79 -0.12
C -0.57 0.46 -0.08
Cl -2.11 -0.23 0.03
C 0.50 -0.33 0.03
N 0.49 -1.77 -0.01
Cl 2.14 0.16 0.05
H 0.50 2.18 -0.13
H -0.96 2.27 0.62
H -0.50 -1.99 -0.04
H 0.83 -2.14 -0.83
```

Output
total charge	0
LUMO energy	0.752	eV
multiplicity	1
Kohn-Sham gap	0.3258	hartree
structure (SMILES)	N/C(Cl)=C(/N)Cl
HOMO	-8.1	eV


Version Q
Entry from OMol25: a 2-piece molecular cluster, C2H4Cl2N2 overall (ωB97M-V/def2-TZVPD).

Structure (XYZ):
```
10
Properties=species:S:1:pos:R:3
C 0.31 -0.46 0.07
C 1.30 0.45 -0.20
N -0.11 -1.54 0.48
N -1.71 0.77 -0.33
Cl 3.03 -0.38 0.14
Cl -2.68 -0.55 -0.03
H 1.30 1.34 0.27
H 1.22 0.78 -1.21
H -1.17 -1.87 0.49
H -1.48 1.46 0.34
```

Output
total charge	0
LUMO energy (spin up / spin down)	-0.879 / -0.880	eV
multiplicity	1
Kohn-Sham gap (spin up / spin down)	0.2837 / 0.2836	hartree
HOMO (spin up / spin down)	-8.6 / -8.6	eV


version P is the most stable structure; the next one sits 0.1564 hartree above it.